1.
{"formula": "F14H10N7Na3O33S14", "method": "ωB97M-V/def2-TZVPD", "symbols": ["S", "N", "F", "O", "S", "N", "O", "H", "O", "S", "S", "O", "H", "F", "O", "F", "O", "S", "N", "F", "F", "S", "S", "O", "F", "O", "O", "S", "O", "N", "H", "O", "O", "F", "H", "O", "S", "N", "O", "H", "O", "S", "F", "H", "O", "O", "O", "Na", "F", "O", "H", "S", "H", "Na", "O", "S", "N", "F", "Na", "H", "F", "O", "F", "O", "N", "O", "H", "F", "O", "O", "F", "O", "O", "O", "O", "O", "S", "O", "S", "O", "O"], "xyz": [[-5.07377, 8.74829, -2.91902], [-4.04233, 7.62389, -2.74088], [5.55222, 7.93556, -6.55943], [2.80566, 8.13278, 5.33006], [-0.51097, -2.15823, 1.27372], [-9.49652, -0.63786, -1.32966], [-1.08872, -1.34803, -6.38195], [-6.77842, -4.33735, 5.59026], [6.44520, -8.90709, 4.05896], [6.83236, -6.92861, 5.76225], [-10.50303, -1.06587, -2.63225], [-5.76229, 9.40387, -1.79062], [-1.26026, 0.58688, 10.36988], [5.31106, -7.36248, 2.48553], [5.96867, -7.48655, 6.82323], [3.34994, 4.16820, -4.68660], [5.58775, 5.95721, -7.84765], [-5.26863, 6.37831, -2.60694], [6.09662, -6.25903, 4.51107], [4.76426, 6.78663, 5.36783], [-4.17407, 5.23703, -2.53508], [4.23333, 10.09391, 6.75812], [-8.23058, -1.35450, -1.94353], [3.29116, 10.85292, 5.97943], [5.39564, 11.18211, 6.81139], [5.53256, 3.67432, -4.91581], [-2.25220, -9.31165, 3.60730], [4.27967, -4.65555, -7.58557], [-0.80258, -1.64208, -0.06111], [4.60498, -5.94770, -7.00587], [-1.15116, -1.20625, -5.43737], [-1.38666, -0.18551, 3.18493], [-7.20515, -4.38634, 4.73485], [-7.15661, -0.56161, -1.02051], [-5.23811, -8.30542, -0.87419], [-10.67053, 0.11253, -3.47629], [5.70123, 6.27308, -6.43283], [5.15588, 9.11626, 6.01287], [2.88806, -4.55511, -8.12575], [-1.42382, -0.08636, 9.02381], [-5.97824, 6.00246, -3.85102], [4.54254, 4.36180, -5.72526], [4.16869, -7.02528, -4.94838], [-1.41749, -8.90794, 3.84503], [-5.86999, 6.30954, -1.24592], [-5.69128, 8.76937, -4.19331], [6.99302, 6.05253, -5.74168], [-0.94545, 6.94392, 0.47286], [-4.01682, 9.95884, -3.13453], [8.20874, -7.36476, 5.53768], [-0.86362, -0.48900, -6.73921], [3.97166, 7.91853, 6.18228], [-2.41914, -9.00973, 2.71444], [3.93021, -2.20951, 5.62284], [4.10994, -8.09793, 4.49748], [3.60383, -5.71855, -5.66417], [0.69257, -1.60990, 2.06355], [7.16443, -5.48521, 6.39093], [5.10070, -3.12875, 0.77414], [-5.49321, -6.94624, -0.25818], [0.98500, 0.43438, 3.40484], [-8.13490, -2.71855, -1.43577], [0.20181, -3.57959, 0.88481], [3.95155, -4.68502, -4.71456], [4.43804, 6.08279, -5.59520], [-1.60725, -2.70640, 2.06340], [-6.48324, -4.38862, 4.10630], [-11.90059, -0.97663, -1.83387], [3.78461, 7.24686, 7.46429], [0.00688, 0.82089, 1.30344], [5.16038, -4.93177, -8.93787], [-10.41028, -2.41837, -3.20146], [4.88404, -3.47357, -6.93086], [-7.78382, -1.08566, -3.28421], [-1.70622, 0.67690, 9.52771], [4.00134, 9.87006, 8.19077], [5.42843, -7.79640, 4.04334], [2.19797, -6.07193, -5.77664], [-0.14499, -0.17019, 2.40115], [-4.94611, -7.72670, -0.16987], [3.96629, 3.69882, -6.88601]], "forces_ev_per_a": [[-0.18, 7.81, 0.51], [-2.37, -3.22, 1.16], [0.42, -1.03, 0.64], [1.32, -0.04, 1.41], [-3.81, -7.06, -4.53], [-1.88, -1.24, -3.33], [-0.10, -0.17, -0.17], [0.10, 0.04, 0.18], [-2.96, 3.17, -0.13], [3.04, 1.86, 3.85], [-1.69, 2.37, -0.20], [0.37, -2.48, -1.13], [0.08, 0.04, 0.23], [-0.28, -0.40, 0.74], [1.62, 0.25, -2.40], [-0.96, 0.45, 0.16], [0.59, -0.47, 1.38], [0.37, -3.13, 0.42], [-1.62, -4.25, -0.44], [0.21, 0.26, -0.02], [0.23, -0.16, 0.17], [0.91, 7.35, 3.24], [3.99, -1.91, 2.80], [-0.56, -1.09, 0.47], [0.81, 0.94, 0.47], [0.44, 1.24, -1.83], [-0.09, -0.22, 0.22], [-1.54, 8.50, -6.82], [0.59, 0.09, 2.54], [-0.96, -4.24, 5.38], [-0.02, -0.02, 0.26], [2.84, -0.37, -1.44], [-0.26, -0.09, 0.11], [-0.39, -0.23, -0.48], [-0.04, -0.09, -0.19], [0.40, -2.02, 0.21], [4.59, 4.70, -2.58], [-2.58, -4.24, 0.22], [3.20, 0.40, 1.34], [-0.01, -0.17, -0.23], [1.20, 1.49, 3.34], [-3.86, -3.07, 2.91], [0.35, -0.35, 0.24], [0.20, 0.11, 0.05], [0.94, 0.60, -3.55], [-1.38, -0.55, -0.59], [-2.47, 0.54, -1.58], [-0.22, -0.09, -0.25], [1.07, -0.23, -0.10], [-2.36, -0.26, 0.34], [0.10, 0.19, -0.10], [-0.15, -4.48, -1.83], [-0.14, 0.13, -0.28], [-0.22, -0.12, 0.05], [0.41, 0.59, -0.38], [-1.35, -3.20, 3.36], [-0.89, 3.51, 1.70], [-0.08, 0.82, 0.53], [-0.27, -0.18, -0.49], [-0.10, 0.33, -0.02], [-0.17, -0.72, 0.47], [0.25, 1.20, -0.95], [0.61, 0.41, 0.07], [-0.09, -0.63, -1.21], [-0.27, -3.89, 0.07], [1.16, 1.51, -0.64], [0.16, 0.06, -0.29], [0.33, -0.85, 0.14], [0.39, 1.36, -1.67], [-0.81, -2.56, 2.38], [-0.15, 0.69, 0.34], [-0.49, 2.51, 1.22], [-1.20, -2.08, -1.90], [-0.68, 0.07, 0.61], [-0.09, 0.14, 0.00], [-0.37, -0.07, -2.28], [2.09, -1.31, -2.16], [1.91, 0.78, -0.63], [1.05, 5.09, -0.20], [0.15, -0.22, 0.23], [1.59, 1.62, 0.87]], "mulliken_charge": [1.080, -0.285, -0.353, -0.572, 1.056, -0.353, -0.633, 0.306, -0.536, 1.069, 1.091, -0.616, 0.311, -0.252, -0.570, -0.286, -0.579, 1.024, -0.360, -0.283, -0.236, 1.109, 1.115, -0.589, -0.322, -0.563, -0.654, 1.045, -0.524, -0.220, 0.319, -0.520, -0.639, -0.285, 0.308, -0.584, 1.096, -0.274, -0.592, 0.310, -0.515, 1.065, -0.287, 0.319, -0.548, -0.563, -0.587, 0.995, -0.336, -0.566, 0.315, 1.090, 0.333, 0.991, -0.514, 1.077, -0.301, -0.320, 0.996, 0.337, -0.302, -0.606, -0.334, -0.566, -0.249, -0.563, 0.333, -0.278, -0.565, -0.564, -0.324, -0.545, -0.577, -0.554, -0.621, -0.595, 1.058, -0.557, 1.059, -0.643, -0.543], "total_energy_ev": -281135.5526, "gap_ev": 2.7760, "charge": -4, "spin_multiplicity": 1, "homo_ev": -2.9}

2.
{"formula": "C3H5NO4", "method": "ωB97M-V/def2-TZVPD", "symbols": ["H", "C", "H", "C", "H", "O", "O", "O", "H", "C", "O", "H", "N"], "xyz": [[-0.37793, -1.43929, 0.29071], [0.51826, -0.92383, 0.19652], [0.61942, 1.97124, 0.09772], [-2.19089, 0.21400, -0.03155], [1.29122, -1.59892, -0.27953], [-0.68514, 2.03639, 0.48020], [1.36325, 1.18292, -0.35761], [-2.56292, -0.09798, 1.09621], [-1.17318, 1.37294, -1.36893], [-0.97359, 0.99992, -0.40629], [-2.79578, -0.27385, -1.04835], [0.94340, -0.88411, 1.23602], [0.35451, 0.26560, -0.60534]], "forces_ev_per_a": [[-1.80, -0.97, -0.13], [2.84, -0.15, 0.15], [-0.23, -0.85, 0.37], [-1.25, -2.92, -1.83], [-0.67, 0.37, -0.03], [0.50, 0.23, -0.57], [0.12, 1.39, 0.31], [0.38, 0.62, 2.32], [-0.36, 0.66, -1.61], [1.81, 1.95, 2.29], [0.08, 0.55, -0.76], [-0.41, 0.95, -0.29], [-1.02, -1.82, -0.23]], "mulliken_charge": [0.386, -0.884, 0.408, 0.172, 0.232, -0.865, -0.646, -0.698, 0.034, 0.522, -0.774, 0.246, -0.133], "total_energy_ev": -12868.0500, "gap_ev": 6.4701, "relative_energy_kj_mol": 4.5, "charge": -2, "spin_multiplicity": 1, "smiles": "CN(O)[C@H]([O-])C(=O)[O-]", "homo_ev": 0.7}

3.
{"formula": "C6H2Br2", "method": "ωB97M-V/def2-TZVPD", "symbols": ["Br", "C", "C", "C", "H", "C", "C", "Br", "H", "C"], "xyz": [[-1.47763, 0.33396, -1.56511], [-0.64176, 0.41073, 0.15250], [1.34516, -1.38032, -1.29903], [-1.22415, 1.28600, 1.09006], [-2.06634, 2.80257, 2.52344], [0.41954, -0.32121, 0.44166], [-1.67286, 2.10424, 1.84678], [1.47083, -0.45321, 1.92435], [2.12079, -2.66764, -2.95894], [1.72640, -2.11512, -2.15570]], "forces_ev_per_a": [[0.18, -0.29, 0.61], [-2.51, 2.36, 0.43], [-0.90, 2.18, 2.18], [0.52, -0.16, -1.31], [-0.24, 0.40, 0.43], [2.97, -3.36, -0.56], [-0.03, -0.11, 0.13], [-0.71, 0.32, -0.34], [0.11, -0.43, -0.33], [0.61, -0.91, -1.25]], "mulliken_charge": [-0.027, -0.037, -0.494, -0.402, 0.441, 0.055, 0.379, 0.033, 0.411, -0.359], "total_energy_ev": -146328.2255, "gap_ev": [6.6954, 5.0304], "spin_multiplicity": 3, "homo_ev": [-7.0, -9.0]}